# C23H29N6O6Sn

A molecular structure, C23H29N6O6Sn in a non-equilibrium geometry (ωB97M-V/def2-TZVPD, OMol25).

HOMO energy in Eh: -0.411
Electronic energy in Eh: -1887.912499
Charge: +1

Element x y z (Å)
Sn  -0.70493  -0.78839  -0.27866
C  2.68737  -0.26325  2.32298
C  1.55488  0.05035  3.22641
O  0.33186  0.15530  2.66295
C  1.46558  0.27584  4.57070
C  0.11191  0.54943  4.84274
C  -0.57508  0.91111  6.09600
N  -0.55860  0.47485  3.70025
N  -1.81180  0.74270  3.55634
C  -2.53179  0.34210  2.51845
O  -2.07390  -0.39763  1.60703
C  -3.92550  0.79273  2.53625
C  -4.34344  1.77555  3.43497
C  -5.65855  2.19179  3.43260
C  -6.56466  1.62690  2.54747
C  -6.15264  0.66031  1.64270
C  -4.83525  0.24555  1.63284
H  2.97140  -1.30997  2.42536
H  3.55400  0.34285  2.57942
H  2.38671  -0.08357  1.28817
H  2.25667  0.25092  5.29149
H  0.12232  0.93433  6.92715
H  -1.37610  0.20434  6.30747
H  -1.03314  1.89057  5.97298
H  -3.62861  2.20582  4.11693
H  -5.98288  2.95315  4.12594
H  -7.59614  1.94368  2.56205
H  -6.86060  0.23209  0.94979
H  -4.49016  -0.50444  0.93559
O  -1.28389  4.37343  -3.71346
C  -0.42491  4.64466  -2.76358
O  0.16878  5.68909  -2.68518
C  -0.16106  3.58667  -1.72698
C  0.69596  3.79620  -0.65888
N  0.73949  2.66370  0.05294
N  -0.03913  1.71827  -0.48148
C  -0.60463  2.25604  -1.56104
C  -1.56787  1.43511  -2.37534
O  -2.10209  1.92713  -3.35536
O  -1.75710  0.23885  -1.97613
H  -1.68994  3.45740  -3.66745
H  1.25062  4.67484  -0.39849
H  1.26028  2.48523  0.89911
C  3.81591  -4.54090  -3.77727
C  4.09171  -3.19731  -3.10919
N  2.91387  -2.34887  -3.03172
C  2.50586  -1.70579  -4.27755
C  1.26745  -2.33488  -4.91192
C  2.21141  -2.17223  -1.90814
C  2.59094  -2.93666  -0.66972
N  1.20682  -1.35653  -1.79179
H  4.70938  -5.15664  -3.73191
H  3.54890  -4.40867  -4.82138
H  3.00803  -5.06573  -3.27476
H  4.85125  -2.66173  -3.68536
H  4.49569  -3.35892  -2.11140
H  3.34304  -1.77152  -4.97363
H  2.32668  -0.64210  -4.09372
H  1.45022  -3.37487  -5.16431
H  1.02285  -1.79577  -5.82290
H  0.40510  -2.28904  -4.25067
H  2.64144  -4.00393  -0.86755
H  1.83052  -2.75737  0.09086
H  3.55494  -2.60751  -0.28689
H  0.98455  -0.86465  -2.65210

Atomic forces in eV per Å
Sn -0.371 0.717 -0.661
C -0.207 -0.107 -0.089
C -0.072 0.214 0.937
O -0.068 0.153 -0.148
C 0.057 -0.087 -0.650
C 0.007 -0.147 -0.522
C -0.095 -0.007 0.063
N 1.690 -0.651 0.655
N -1.638 0.962 0.017
C 0.798 -0.315 0.174
O -0.066 -0.016 -0.564
C -0.518 0.206 -0.098
C 0.041 -0.139 -0.142
C -0.090 0.006 0.070
C -0.031 0.001 -0.039
C -0.080 0.017 0.031
C 0.291 0.004 0.056
H 0.009 -0.064 -0.052
H -0.017 0.040 -0.069
H 0.178 0.000 0.006
H 0.183 0.016 0.082
H 0.051 -0.012 0.002
H -0.033 -0.013 0.010
H -0.081 0.087 0.056
H 0.034 0.051 0.070
H -0.032 0.058 0.044
H -0.097 0.048 -0.022
H -0.049 -0.040 -0.056
H -0.030 -0.034 -0.031
O -0.342 -0.082 -0.382
C 0.197 -0.103 0.290
O -0.013 0.021 0.026
C 0.062 -0.137 0.193
C -0.254 0.063 -0.435
N 0.024 -0.055 -0.001
N -0.403 -0.973 -0.003
C 0.258 0.305 0.213
C 0.194 0.419 -0.086
O -0.057 0.075 -0.077
O 0.524 -1.308 1.089
H 0.301 0.227 0.245
H 0.118 0.180 0.063
H -0.140 0.006 -0.157
C 0.090 0.207 0.120
C 0.237 -0.443 -0.055
N 0.036 0.082 -0.075
C -0.305 0.086 -0.150
C 0.149 0.096 0.069
C 0.048 0.045 0.294
C -0.101 0.033 -0.006
N -0.612 0.631 -0.190
H 0.085 -0.100 -0.041
H -0.051 -0.031 -0.126
H -0.104 -0.087 0.049
H -0.024 0.036 0.150
H -0.010 0.084 -0.060
H -0.005 0.036 0.124
H 0.129 0.010 -0.019
H -0.015 -0.105 -0.030
H -0.067 0.020 -0.101
H -0.066 -0.018 0.026
H 0.059 -0.098 0.019
H 0.095 -0.038 -0.063
H 0.079 -0.014 0.027
H 0.121 -0.017 -0.072


# C23H29NO3

A molecular structure, C23H29NO3 in a non-equilibrium geometry (ωB97M-V/def2-TZVPD, OMol25).

HOMO energy in Eh: -0.319
Electronic energy in Eh: -1173.687376

Element x y z (Å)
C  3.62445  -2.12744  2.03294
H  4.52205  -2.81859  2.24451
O  4.30091  -1.21204  0.93527
C  3.44849  -0.30776  0.41300
C  2.08255  -0.25924  0.60702
C  1.26208  0.87212  0.25789
C  1.84588  1.70375  -0.51257
C  3.23891  1.66635  -1.13114
C  3.96435  0.63366  -0.56109
O  5.32918  0.49777  -0.93904
C  6.29391  0.15458  -0.16379
C  6.48041  0.81046  1.02050
H  5.73044  0.47121  1.64949
H  7.45358  0.37606  1.68913
H  6.77770  1.74561  0.78232
C  7.50498  -0.00056  -0.96502
H  8.46549  -0.59318  -0.55233
H  7.33886  -0.53753  -1.94504
H  7.91244  1.17714  -1.37535
H  6.09343  -1.04669  0.15208
H  3.71084  2.30271  -1.79073
H  1.24952  2.74330  -0.93966
C  -0.11892  1.30460  0.60850
O  -0.66366  2.35181  0.79653
N  -0.83286  0.23039  0.54615
H  -0.32756  -0.81088  0.58114
C  -2.23539  -0.08426  1.04938
H  -2.42002  1.28259  1.34446
H  -2.55975  -0.62434  1.98199
C  -3.09973  -0.29026  -0.09173
C  -4.55822  0.17965  0.16897
C  -5.59885  -0.91497  0.20565
C  -6.82986  -0.49724  0.70221
C  -7.20696  0.65521  0.90851
C  -6.23215  1.68338  0.83286
C  -4.86866  1.59752  0.51673
H  -4.13253  2.17438  0.23536
H  -6.43641  2.80589  1.28910
H  -8.21169  1.10058  1.21816
H  -7.73379  -1.17607  0.85376
H  -5.27864  -2.00825  0.30750
C  -3.05290  -1.62570  -0.39098
H  -3.47609  -2.48067  0.04948
H  -1.88999  -2.04129  -0.60993
C  -3.54654  -1.67962  -2.14190
H  -2.64895  -2.42853  -2.71034
H  -4.36522  -2.26618  -2.06308
C  -3.31757  -0.42387  -2.51031
H  -2.91977  -0.06429  -3.61116
C  -2.88594  0.58156  -1.39156
H  -3.03532  1.60647  -1.47067
H  -1.64811  0.52816  -1.62836
H  -4.28810  0.13559  -2.75947
H  1.65187  -0.81995  1.57428
H  3.36207  -1.61984  2.93576
H  2.77575  -2.61326  1.76460

Atomic forces in eV per Å
C 5.721 0.986 -0.459
H -1.742 0.916 -0.324
O -2.887 -1.869 2.577
C -1.445 0.889 -1.659
C -1.629 -0.753 4.630
C 1.013 -1.258 1.589
C 3.245 8.476 -7.635
C -3.026 -3.965 4.697
C 2.289 0.063 -0.054
O -6.038 2.876 -3.841
C 3.177 -9.936 0.188
C 4.106 -1.529 5.726
H -1.937 1.104 1.674
H -2.291 0.881 -2.219
H 0.035 3.877 0.307
C 4.858 1.626 -3.654
H -2.449 1.677 -0.238
H -0.245 0.631 1.009
H -0.938 -3.251 1.288
H 0.861 2.647 -0.757
H 0.390 1.490 -1.251
H 1.453 -3.141 1.581
C 0.296 -1.368 0.512
O 0.702 2.757 0.134
N -2.161 -11.200 2.349
H -0.988 4.081 -0.616
C 1.102 9.107 1.696
H 0.066 -4.088 -0.205
H 1.445 0.144 -0.949
C -3.619 5.206 -0.380
C -2.244 -2.389 1.455
C 3.429 2.233 1.782
C -1.191 -10.621 -1.970
C -1.924 12.089 2.215
C 1.417 5.381 1.709
C -5.255 -8.820 -0.555
H 3.207 4.085 -0.391
H -0.331 -2.836 -1.484
H 1.280 -1.500 -0.395
H 1.704 -0.265 -0.375
H -0.750 1.925 -0.700
C 4.345 -6.138 -7.610
H -0.885 -0.302 1.237
H -2.627 1.403 1.023
C 6.607 -7.984 3.416
H -2.590 1.694 1.764
H -3.193 -0.908 -0.720
C -2.950 11.441 -5.472
H 0.125 -1.625 2.763
C 7.254 -4.983 -1.048
H -1.173 1.525 0.140
H -2.767 0.437 1.076
H 0.036 -1.171 0.242
H 0.982 0.745 -2.463
H 0.294 1.065 0.424
H -2.164 -1.563 -1.778


# C23H29NO5

A single C23H29NO5 molecule in a non-equilibrium geometry (ωB97M-V/def2-TZVPD, OMol25).

HOMO energy in Eh: -0.321
SMILES: CCOC(=O)[C@]1(Cc2ccccc2C)CCCN(C(=O)c2ccc(COC)o2)C1
Electronic energy in Eh: -1324.793103

Element x y z (Å)
C  1.75692  3.80213  0.15370
C  0.67764  2.76619  -0.11243
H  -0.14194  2.85862  0.60551
H  0.29203  2.85730  -1.13338
O  1.17864  1.44260  0.07256
C  1.27307  0.64029  -0.97188
O  1.09204  0.97570  -2.11823
C  1.61709  -0.78967  -0.54410
C  1.41050  -1.74704  -1.72810
C  -0.06200  -1.86850  -2.10894
C  -0.89922  -2.24706  -0.88765
N  -0.70361  -1.26991  0.15803
C  -1.57144  -0.30689  0.55127
O  -1.24056  0.59200  1.31266
C  -2.97226  -0.33212  0.08479
C  -3.83294  0.73626  0.11086
C  -5.07627  0.26479  -0.35706
C  -4.90344  -1.06372  -0.62424
O  -3.63359  -1.43229  -0.35706
C  -5.85711  -2.10909  -1.11729
O  -7.09690  -2.08726  -0.45237
C  -7.01446  -2.44392  0.90739
H  -6.38741  -1.74391  1.47040
H  -8.03054  -2.41147  1.29384
H  -6.60981  -3.45684  1.02503
H  -6.09707  -1.93639  -2.17177
H  -5.37472  -3.09415  -1.01721
H  -5.98244  0.82214  -0.47429
H  -3.58545  1.72868  0.42529
C  0.67264  -1.19243  0.60401
H  0.72120  -0.45643  1.40732
H  0.96562  -2.17904  0.98159
H  -1.94890  -2.31921  -1.15624
H  -0.57356  -3.22219  -0.50385
H  -0.41112  -0.91455  -2.50593
H  -0.18375  -2.62632  -2.88439
H  1.97484  -1.38152  -2.58736
H  1.79928  -2.73080  -1.45312
C  3.09681  -0.88510  -0.09459
C  3.55486  0.19544  0.84570
C  3.31020  0.06179  2.20673
C  3.71383  1.02818  3.10868
C  4.39110  2.14437  2.65344
C  4.65914  2.27644  1.30336
C  4.24825  1.31837  0.38525
C  4.57465  1.50582  -1.06787
H  5.04277  2.47428  -1.22877
H  5.26943  0.73694  -1.40801
H  3.68118  1.44780  -1.68672
H  5.19778  3.14567  0.95192
H  4.71525  2.90739  3.34600
H  3.50462  0.90733  4.16110
H  2.80127  -0.81997  2.56798
H  3.71703  -0.88115  -0.99144
H  3.22543  -1.85567  0.39275
H  2.55005  3.72343  -0.58513
H  2.18305  3.64821  1.14142
H  1.32230  4.79645  0.10086

Atomic forces in eV per Å
C -0.181 -0.428 -0.017
C -0.298 0.576 -0.179
H 0.083 -0.038 -0.125
H 0.012 -0.020 0.231
O 0.112 0.008 0.222
C -0.038 -0.327 -0.274
O 0.076 0.098 -0.071
C 0.015 -0.232 -0.081
C -0.201 0.332 -0.102
C 0.061 -0.197 0.162
C -0.192 -0.142 -0.600
N 0.197 -0.082 0.048
C 0.061 -0.152 0.283
O -0.217 0.125 -0.055
C -0.556 1.066 0.142
C 0.614 -0.546 -0.003
C 0.014 -0.646 -0.173
C -0.563 0.537 -0.006
O 0.033 -0.281 0.024
C 0.138 -0.139 -0.104
O -0.049 0.131 -0.149
C 0.030 -0.025 0.113
H -0.028 -0.032 0.005
H 0.040 -0.027 0.072
H -0.017 0.019 0.006
H 0.111 -0.084 0.131
H -0.036 0.099 -0.069
H -0.236 0.066 -0.049
H 0.132 0.168 0.113
C 0.218 0.304 0.301
H 0.027 -0.205 -0.051
H 0.053 0.022 -0.024
H 0.197 -0.069 0.075
H -0.073 0.017 -0.008
H -0.053 -0.042 -0.038
H -0.033 -0.010 -0.040
H 0.092 -0.053 0.047
H 0.072 -0.032 0.056
C -0.158 0.197 0.013
C 0.284 -0.107 0.166
C 0.061 0.014 -0.055
C -0.042 0.024 0.109
C 0.013 0.059 0.072
C 0.014 -0.037 -0.002
C 0.095 0.003 0.116
C -0.023 -0.048 0.032
H 0.011 0.042 -0.045
H 0.028 -0.025 -0.102
H -0.018 0.023 -0.152
H 0.041 0.076 -0.059
H 0.031 0.054 0.060
H -0.015 -0.014 0.091
H -0.070 -0.115 0.036
H 0.002 -0.091 -0.012
H -0.002 -0.027 -0.084
H 0.116 0.037 -0.073
H 0.059 0.054 0.085
H -0.044 0.124 -0.010


# C23H30BrN5O3SiTi

A molecular structure, C23H30BrN5O3SiTi in a non-equilibrium geometry (ωB97M-V/def2-TZVPD, OMol25).

HOMO energy (spin up / spin down) in Eh: -0.197 / -0.250
Electronic energy in Eh: -5106.889104
Spin multiplicity: 3

Element x y z (Å)
Ti  -0.26362  -1.14481  -0.38433
O  3.38458  -0.97038  -2.76825
C  3.98731  -0.01546  -2.03108
C  5.26865  0.38658  -2.40908
C  5.93430  1.36914  -1.70206
C  5.34088  1.96809  -0.59613
C  4.07459  1.56007  -0.21422
C  3.38133  0.58025  -0.91936
C  1.99947  0.19690  -0.44229
O  1.48219  -0.99197  -0.98008
N  1.06700  1.32242  -0.65361
N  -0.23300  0.80341  -0.84960
C  -1.16646  1.66441  -1.26128
C  -2.41862  1.25893  -1.72349
Br  -2.53658  -0.66528  -2.08381
C  -3.54793  1.98144  -2.01000
C  -3.77187  3.37710  -1.67968
C  -3.11964  4.04955  -0.63477
C  -3.35953  5.39129  -0.38964
C  -4.25989  6.10416  -1.17012
C  -4.94358  5.44510  -2.18502
C  -4.70852  4.10531  -2.43171
H  2.55706  -1.22265  -2.30565
H  5.72028  -0.09295  -3.26765
H  6.92795  1.66908  -2.00977
H  5.85986  2.73801  -0.04108
H  3.58904  2.02025  0.64107
H  2.06833  0.05906  0.64181
H  1.36179  1.90057  -1.43686
H  -0.92643  2.72203  -1.32403
H  -4.32735  1.48956  -2.57831
H  -2.44566  3.49986  0.00933
H  -2.84278  5.88639  0.42343
H  -4.43197  7.15665  -0.98751
H  -5.66453  5.98205  -2.78873
H  -5.24671  3.59744  -3.22339
C  0.89974  -4.45657  0.66716
Si  -0.23715  -3.68862  -0.68306
C  0.43498  -4.39490  -2.31913
C  -1.88185  -4.63069  -0.41628
H  0.89459  -5.55080  0.63269
H  0.57998  -4.15819  1.67339
H  1.93202  -4.11929  0.53946
H  0.44474  -5.48868  -2.30142
H  1.45454  -4.04992  -2.50860
H  -0.18241  -4.07780  -3.16333
H  -1.74055  -5.70735  -0.55144
H  -2.65017  -4.30558  -1.12315
H  -2.27981  -4.46886  0.59043
C  -0.07756  -1.49797  5.47432
N  -0.32914  -0.98318  4.13920
C  -1.49568  -1.40989  3.37597
C  -1.03978  -1.08472  1.97997
O  -1.64524  -1.25440  0.91065
N  0.22321  -0.63153  1.98184
C  0.62754  -0.64199  3.25039
N  1.88878  -0.36639  3.60607
H  -0.98946  -1.41320  6.06045
H  0.69357  -0.91364  5.97021
H  0.23622  -2.54386  5.44506
H  -2.39990  -0.87274  3.66474
H  -1.67559  -2.48471  3.46884
H  2.46668  0.01900  2.87171
H  2.05774  -0.00514  4.53083

Atomic forces in eV per Å
Ti -0.528 -0.637 -2.620
O 0.044 -0.026 -0.027
C -0.028 0.040 0.012
C 0.011 -0.008 -0.025
C 0.001 0.011 0.020
C -0.008 0.012 0.026
C 0.014 0.001 -0.058
C -0.062 -0.102 -0.090
C 0.212 0.425 -0.080
O 1.722 0.377 -0.029
N 0.177 0.460 0.056
N 0.307 0.727 -0.015
C -0.046 -0.020 -0.184
C 0.138 -0.140 0.006
Br 0.288 0.199 0.242
C -0.090 0.056 -0.038
C -0.013 -0.025 -0.033
C 0.007 -0.026 0.014
C -0.022 0.023 -0.005
C 0.017 -0.001 0.003
C -0.021 -0.016 -0.008
C -0.010 -0.010 0.036
H 0.001 0.016 0.006
H -0.005 -0.002 -0.001
H -0.001 -0.004 -0.016
H 0.003 0.000 -0.003
H 0.010 -0.008 0.008
H 0.055 0.022 0.061
H -0.059 -0.225 -0.189
H -0.006 -0.020 0.058
H 0.008 0.021 -0.015
H 0.006 0.049 -0.011
H 0.006 -0.009 0.003
H -0.014 -0.004 0.017
H 0.006 0.000 -0.008
H 0.010 0.023 -0.023
C -0.042 0.030 -0.085
Si 0.075 -0.924 0.044
C -0.010 0.087 0.083
C 0.039 0.088 -0.049
H 0.005 -0.002 0.005
H -0.001 -0.016 0.007
H -0.001 0.010 0.013
H 0.009 -0.004 0.004
H -0.003 0.003 -0.016
H 0.011 -0.010 -0.014
H 0.001 -0.007 0.022
H -0.009 -0.004 0.010
H -0.009 0.008 -0.003
C 0.002 0.051 -0.003
N 0.087 -0.132 -0.117
C -0.136 0.098 0.090
C 0.092 -0.093 0.438
O -2.161 -0.133 2.369
N -0.030 -0.229 -0.072
C 0.100 -0.092 0.345
N -0.266 0.301 -0.133
H 0.010 0.017 0.012
H -0.021 0.024 0.024
H -0.004 0.001 -0.016
H -0.002 0.005 -0.056
H 0.025 -0.002 -0.016
H 0.015 -0.075 0.010
H 0.096 -0.176 0.016


Table of energy relative to the best compared isomer or geometry (same formula, charge and spin) (kcal per mole), in record order: 29.9, 432.4, 15.5, 24.9